[1]
Here is an isolated molecule of C5H10O2 from the OMol25 dataset. Energies are from wB97M-V/def2-TZVPD.

Element x y z (Å)
C (-0.2112, -0.4505, 0.7342)
C (1.9382, 0.8882, 0.6887)
H (-0.0491, 1.6784, 0.4558)
H (1.9577, 1.0177, 1.7764)
O (-0.9976, -1.8111, -1.8228)
H (2.4387, 1.7426, 0.2246)
H (-0.2583, -0.3741, 1.8275)
H (2.5070, -0.0186, 0.4471)
C (0.5086, 0.7765, 0.1731)
H (-2.2502, 0.2455, 0.3875)
H (0.3707, -1.3525, 0.5001)
H (-2.0882, -1.5024, 0.6157)
O (0.4686, 0.7833, -1.2484)
H (-2.1928, -0.1940, -1.9641)
H (0.8816, -0.0357, -1.5609)
C (-1.5979, -0.8812, -1.3325)
C (-1.6203, -0.6216, 0.1603)

Computed properties:
**SMILES**: C[C@@H](O)CCC=O
**Frontier orbital gap**: 10.714 eV
**Energy relative to the best compared isomer or geometry (same formula, charge and spin)**: 118.7 kJ/mol
**Total energy**: -9441.813 eV

Atomic partial charges in e from the Löwdin method, atoms 1 to 2:
1. C -0.1645
2. C -0.0520



[2]
Here is a cluster of 2 separate species, C6H8BrF in total in a non-equilibrium geometry from the OMol25 dataset. Energies are from wB97M-V/def2-TZVPD.

Element x y z (Å)
H (0.5715, 1.1643, 1.0531)
H (-0.5608, 0.5725, 2.2652)
H (-1.0075, -2.3858, 1.5072)
H (2.7075, 1.8502, -2.3619)
C (0.7943, 1.3367, -1.5226)
Br (-0.0641, 2.9395, -1.5124)
H (2.4510, -0.0055, -1.8899)
C (-1.5469, -1.5968, 1.0173)
C (-0.6375, -0.5041, 0.4801)
H (-2.1751, -1.1865, 1.8146)
C (1.9856, 0.9967, -1.9413)
C (-0.4876, -0.2104, -0.7783)
H (-2.1229, -2.0955, 0.1157)
H (0.9499, -0.3699, 2.0733)
C (0.1712, 0.2779, 1.4946)
F (-1.0286, -0.7832, -1.8146)

Computed properties:
**Frontier orbital gap**: 10.138 eV
**Energy relative to the best compared isomer or geometry (same formula, charge and spin)**: 120.1 kJ/mol
**Total energy**: -79107.506 eV

Atomic partial charges in e from the Löwdin method, atoms 1 to 2:
1. H 0.0358
2. H 0.0767